A molecular structure, C14H26F3O8Se2V at a distorted geometry, computed with ωB97M-V/def2-TZVPD.

Structure (XYZ):
```
54
Properties=species:S:1:pos:R:3:forces:R:3
V -1.039789 -0.448468 -0.892556 2.9496 -1.2388 -0.7707
C -1.573470 -0.852140 -4.145661 0.0512 -0.3267 0.0086
C -2.026848 0.543097 -3.803018 0.1237 0.1608 0.1595
O -0.905707 1.150169 -3.166606 -0.0897 0.2078 -0.2003
C -1.171530 2.426463 -2.598543 -0.0113 -0.2356 -0.0706
C -0.040071 2.707988 -1.629708 0.1333 -0.0361 0.2869
O 0.391671 1.501669 -0.941175 0.0221 -0.0464 -0.2612
C 1.660803 1.056338 -1.442842 -0.0494 0.2457 0.0621
C 1.966179 -0.245350 -0.776964 -0.2202 -0.5453 0.0249
O 0.927795 -1.204292 -1.083083 0.1141 -0.0156 0.0453
C 1.180163 -2.183228 -2.128494 0.0691 0.1876 0.4238
C 0.524291 -1.703411 -3.383297 -0.1269 -0.0935 -0.1482
O -0.830585 -1.414683 -3.034928 -0.0813 0.4253 -0.0464
H -2.420910 -1.503307 -4.351434 -0.0212 -0.0171 0.0178
H -0.914813 -0.841861 -5.013697 -0.0251 0.0313 -0.0306
H -2.319429 1.081818 -4.708289 0.0422 -0.0100 -0.0390
H -2.882197 0.537643 -3.123538 -0.0253 -0.0209 0.0041
H -1.200819 3.204565 -3.366515 0.0172 0.0074 -0.0151
H -2.133474 2.410423 -2.088151 -0.0667 0.0172 0.0429
H 0.830892 3.122896 -2.135640 -0.0256 0.0221 -0.0577
H -0.365403 3.421114 -0.874253 0.0052 -0.0052 0.0382
H 1.598681 0.956278 -2.527566 0.0542 -0.0509 -0.0362
H 2.445308 1.778056 -1.199527 -0.0521 0.0901 0.0314
H 2.936243 -0.643566 -1.069726 0.0099 0.0087 -0.0900
H 1.947576 -0.147771 0.305151 0.0655 0.0294 0.0683
H 2.253950 -2.319460 -2.240836 0.0239 0.0060 -0.0525
H 0.726290 -3.103061 -1.773561 0.0064 -0.0414 -0.0270
H 0.999328 -0.807380 -3.789784 0.0330 0.0344 0.0287
H 0.561474 -2.492343 -4.138915 -0.0562 0.0008 -0.0216
O 2.359767 0.247691 5.562869 -0.0215 0.0570 -0.0873
C 1.845304 0.941657 4.439646 0.0499 0.0015 0.1369
C 0.755592 0.072839 3.810113 0.0639 -0.0274 -0.0418
C -0.422843 -0.076664 4.792273 -0.0567 0.1261 0.1041
O -1.324147 1.020085 4.738380 0.1931 -0.0236 -0.0552
C 0.339756 0.749358 2.506601 -0.0094 -0.0896 -0.0732
Se -0.998988 -0.383606 1.665434 -0.1250 -0.2718 0.3536
C 1.339926 -1.309623 3.498764 0.0868 0.0573 0.0520
Se 0.212300 -2.333274 2.260705 -0.1655 0.1621 -0.1283
H 3.031762 0.785043 5.992364 0.0006 -0.0001 0.0255
H 2.636396 1.142794 3.707943 0.0110 -0.0275 -0.0406
H 1.407918 1.904040 4.730687 0.0043 0.0231 0.0139
H -0.012952 -0.194404 5.796869 0.0233 -0.0875 -0.0244
H -0.986829 -0.980271 4.562432 -0.1015 0.0297 -0.0755
H -1.064686 1.673575 5.394512 -0.0753 -0.0275 0.0267
H 1.188465 0.872531 1.840379 0.0410 0.0777 0.0057
H -0.144665 1.708215 2.672098 -0.0396 0.0216 0.0605
H 1.418181 -1.907882 4.404475 0.0332 0.0192 0.0186
H 2.328575 -1.224279 3.051212 0.0235 0.0273 0.0383
O -2.396050 0.428416 -0.810738 -3.5557 2.2482 0.3067
O -3.442578 1.172828 -0.663806 0.9581 -0.6671 -0.1531
F -1.309576 -3.351184 -0.834027 -0.0456 0.1237 0.0098
C -2.090164 -2.224751 -0.720147 -0.2712 -0.5948 0.0302
F -2.778759 -2.398427 0.437479 0.0289 0.0365 0.0114
F -3.017301 -2.322902 -1.713360 0.0797 0.0150 0.1100
```
Forces are in eV/Å.

Results
**Lowest unoccupied orbital energy (alpha / beta)**: -3.39 / -3.04 eV
**Net charge**: +1
**2S+1**: 2
**HOMO-LUMO gap (alpha / beta)**: 7.95 / 8.29 eV
**Strongest force on any atom**: 4.2 eV Å⁻¹

natural (NBO) population analysis, charges in e, atoms 1 to 2: 1.271 -0.079